{
  "formula": "C18H51BrN15O32P",
  "method": "ωB97M-V with the def2-TZVPD basis set",
  "species": ["O", "C", "O", "C", "C", "P", "Br", "H", "H", "H", "H", "H", "H", "C", "N", "O", "O", "H", "H", "H", "C", "N", "O", "O", "H", "H", "H", "C", "N", "O", "O", "H", "H", "H", "C", "N", "O", "O", "H", "H", "H", "C", "N", "O", "O", "H", "H", "H", "C", "N", "O", "O", "H", "H", "H", "C", "N", "O", "O", "H", "H", "H", "C", "N", "O", "O", "H", "H", "H", "C", "N", "O", "O", "H", "H", "H", "C", "N", "O", "O", "H", "H", "H", "C", "N", "O", "O", "H", "H", "H", "C", "N", "O", "O", "H", "H", "H", "C", "N", "O", "O", "H", "H", "H", "C", "N", "O", "O", "H", "H", "H", "C", "N", "O", "O", "H", "H", "H"],
  "positions_angstrom": [[5.01195, -3.83536, 0.58944], [4.70665, -2.72652, 0.23149], [5.60155, -1.70434, 0.33949], [3.38468, -2.35576, -0.40155], [2.21821, -3.12654, 0.24337], [0.62453, -2.24920, -0.06675], [-0.59816, -2.98897, 1.65428], [5.14612, -0.93787, 0.72334], [3.22925, -1.27883, -0.29674], [3.43867, -2.57478, -1.47177], [2.10307, -4.12299, -0.18595], [2.37383, -3.22313, 1.32218], [0.92843, -0.94786, 0.37902], [7.25087, -4.12520, 2.77414], [8.11865, -3.71427, 3.90994], [9.31446, -3.91113, 3.81543], [7.57572, -3.17910, 4.85327], [7.86917, -4.58067, 2.01102], [6.51358, -4.82228, 3.15910], [6.75735, -3.23358, 2.40019], [0.88619, 1.93598, -1.88135], [1.55777, 0.86061, -2.66568], [1.46641, -0.27454, -2.24452], [2.15224, 1.19030, -3.66798], [0.40759, 1.48383, -1.01946], [1.65761, 2.64109, -1.58642], [0.16636, 2.41319, -2.54015], [2.25164, -0.76975, 3.70196], [2.46760, 0.06297, 2.48828], [3.52322, -0.06016, 1.88348], [1.58484, 0.81090, 2.15737], [3.14438, -1.36437, 3.85939], [2.07278, -0.09250, 4.53094], [1.38135, -1.40189, 3.53176], [5.21317, -3.10254, -4.39722], [4.21467, -4.18869, -4.21210], [3.64749, -4.27665, -3.14290], [4.02834, -4.92142, -5.16115], [5.26747, -2.51547, -3.48791], [6.16408, -3.56869, -4.63309], [4.87309, -2.50304, -5.23550], [-2.64318, 1.67101, 2.68778], [-1.49763, 0.74645, 2.49913], [-1.17914, 0.48078, 1.35539], [-0.96649, 0.30297, 3.49268], [-2.99303, 1.95949, 1.70796], [-3.39833, 1.12252, 3.24409], [-2.29423, 2.52791, 3.25591], [-5.05920, 4.41179, -0.31514], [-4.28862, 4.57104, 0.94618], [-3.10788, 4.26714, 0.93793], [-4.87908, 4.99713, 1.91434], [-4.39109, 4.01608, -1.07089], [-5.87814, 3.72773, -0.11129], [-5.42790, 5.39299, -0.59353], [-6.33314, 0.28469, 2.42911], [-6.12400, 1.13035, 1.22425], [-5.04450, 1.05997, 0.67026], [-7.04270, 1.83595, 0.86256], [-5.42428, -0.27571, 2.60887], [-6.57242, 0.95237, 3.25212], [-7.17323, -0.36976, 2.21752], [-0.77903, 6.37074, -0.82173], [-1.79128, 6.48871, -1.90663], [-2.06283, 7.59647, -2.31765], [-2.29003, 5.45718, -2.30966], [-0.42806, 7.36556, -0.57694], [-1.27169, 5.89633, 0.02323], [0.02389, 5.74373, -1.19670], [9.65146, -1.22513, 1.80188], [9.91848, 0.23958, 1.76574], [9.06256, 0.96194, 1.29869], [10.98294, 0.61206, 2.21056], [8.67240, -1.40057, 1.36972], [10.43526, -1.71060, 1.22904], [9.70084, -1.53945, 2.84006], [-6.26574, 7.50185, -3.83578], [-7.22067, 6.71003, -3.01111], [-6.90231, 6.45800, -1.86099], [-8.25365, 6.36423, -3.53217], [-5.39557, 7.72837, -3.23158], [-6.00854, 6.89378, -4.69753], [-6.78619, 8.40138, -4.14991], [-3.54796, -0.91472, -1.88719], [-4.61184, -1.94815, -1.75499], [-5.18724, -2.04167, -0.69035], [-4.83596, -2.63200, -2.73082], [-3.45965, -0.38866, -0.94320], [-2.62581, -1.42889, -2.14298], [-3.85210, -0.23981, -2.68155], [5.94398, -4.43723, -8.74333], [6.66754, -4.47386, -7.44465], [6.91898, -5.55323, -6.96071], [6.95782, -3.40223, -6.94619], [5.75647, -5.45737, -9.05407], [5.02002, -3.89155, -8.57890], [6.57636, -3.90802, -9.44942], [-8.66924, 7.38755, 0.75756], [-8.74022, 8.79509, 1.23575], [-9.83592, 9.29244, 1.38718], [-7.68336, 9.35702, 1.43665], [-9.67986, 7.02281, 0.61995], [-8.11742, 7.38773, -0.17629], [-8.13626, 6.81356, 1.50995], [-3.96161, -4.11935, 3.97783], [-3.58392, -2.69698, 4.20289], [-4.32927, -1.83414, 3.76890], [-2.55209, -2.49720, 4.79552], [-4.89625, -4.14249, 3.43116], [-3.15071, -4.57682, 3.41774], [-4.05073, -4.58360, 4.95512], [0.13505, -7.66924, 2.66295], [0.04043, -6.26391, 3.14470], [-1.06543, -5.80029, 3.33803], [1.08335, -5.67114, 3.30696], [-0.86849, -8.06372, 2.56307], [0.65548, -7.64658, 1.71035], [0.71495, -8.22125, 3.39601]],
  "homo_energy_ev": -8.9,
  "e_tot_ev": -186655.262
}

=====

{
  "formula": "C21H32N4O5",
  "method": "ωB97M-V with the def2-TZVPD basis set",
  "species": ["C", "C", "O", "N", "C", "C", "C", "C", "C", "C", "C", "C", "C", "C", "C", "C", "O", "N", "C", "O", "H", "H", "H", "H", "H", "H", "H", "H", "H", "H", "H", "H", "H", "H", "H", "H", "H", "H", "C", "C", "O", "N", "C", "H", "H", "H", "H", "H", "H", "H", "C", "C", "O", "N", "C", "H", "H", "H", "H", "H", "H", "H"],
  "positions_angstrom": [[5.75479, -0.14681, 0.99130], [5.84393, 1.41602, 0.43969], [6.74691, 1.70591, -0.50055], [4.89800, 2.40867, 1.09623], [5.52149, 3.07240, 2.30845], [4.34665, 3.41954, 0.11201], [3.05492, 4.16720, 0.86637], [2.01160, 4.85171, -0.19687], [0.43606, 4.82072, 0.25385], [-0.09743, 3.38012, 0.82645], [-0.74888, 3.22322, 2.35274], [-1.27178, 1.76337, 2.95162], [-1.13078, 0.42361, 2.01680], [-0.46967, 0.57240, 0.51855], [0.02560, 2.01823, -0.07911], [0.58238, 1.74182, -1.59696], [0.95613, 2.55708, -2.58672], [0.55981, 0.23748, -1.75926], [-0.14366, -0.52373, -0.65662], [-0.36752, -1.84059, -0.70751], [4.77425, -0.68000, 0.60682], [6.69008, -0.80238, 0.67804], [5.68243, -0.17994, 2.18084], [5.89889, 4.15949, 2.08618], [4.66158, 3.14105, 3.12619], [6.38544, 2.40826, 2.78534], [3.99273, 2.85191, -0.87480], [5.20548, 4.19020, -0.13063], [2.59145, 3.35489, 1.56964], [3.52430, 4.99980, 1.54331], [2.31361, 6.00466, -0.26533], [2.23415, 4.40491, -1.25844], [-0.28489, 5.25616, -0.59181], [0.33400, 5.59654, 1.15552], [-0.85922, 4.13940, 3.10801], [-1.71177, 1.63500, 4.02847], [-1.45705, -0.67358, 2.33803], [1.45849, -0.16141, -2.13263], [-2.10616, -3.72818, 1.18481], [-2.63204, -4.66885, 2.23295], [-2.24853, -4.62895, 3.39889], [-3.56504, -5.58931, 1.85533], [-4.13502, -5.78995, 0.54420], [-1.37163, -3.05407, 1.63297], [-1.61541, -4.29341, 0.38791], [-2.92390, -3.12703, 0.77822], [-3.87283, -6.18815, 2.61317], [-5.21678, -5.65738, 0.62080], [-3.91836, -6.81477, 0.23350], [-3.73551, -5.09458, -0.19425], [-5.75252, -2.53232, -3.44987], [-4.61738, -2.07068, -2.57904], [-4.80503, -1.52654, -1.49425], [-3.34510, -2.27224, -3.02742], [-2.92621, -2.88841, -4.26396], [-6.70407, -2.30476, -2.96248], [-5.72273, -2.01058, -4.41023], [-5.69163, -3.61345, -3.60104], [-2.63288, -1.93619, -2.38908], [-2.30172, -3.75066, -4.01865], [-2.33259, -2.16014, -4.82161], [-3.76947, -3.21279, -4.87400]],
  "smiles": "CC(=O)N(C)CCCCc1cccc2c1C(=O)NC2=O.CNC(C)=O.CNC(C)=O",
  "homo_energy_ev": -9.3,
  "de_lowest_kcal_mol": 183.2,
  "e_tot_ev": -38481.803
}

=====

{
  "formula": "C41H34BrF3IN4O6SbSeSiTi",
  "method": "ωB97M-V with the def2-TZVPD basis set",
  "species": ["Ti", "Br", "C", "C", "C", "C", "C", "C", "N", "N", "C", "C", "C", "C", "O", "C", "N", "C", "C", "C", "C", "H", "H", "H", "H", "H", "H", "H", "H", "H", "I", "C", "C", "C", "C", "N", "C", "H", "H", "H", "H", "O", "Se", "O", "O", "O", "F", "C", "C", "C", "C", "C", "C", "Sb", "C", "C", "C", "C", "F", "C", "C", "C", "C", "C", "C", "F", "C", "C", "H", "H", "H", "H", "H", "H", "H", "H", "H", "H", "H", "H", "C", "Si", "C", "C", "O", "H", "H", "H", "H", "H", "H", "H", "H", "H"],
  "positions_angstrom": [[1.18566, 0.35076, 0.77611], [2.78144, -6.23479, -6.02826], [1.86504, -6.45633, -4.36417], [2.18619, -7.52768, -3.53875], [1.52253, -7.68421, -2.34163], [0.51969, -6.77973, -1.90776], [0.22435, -5.70135, -2.78217], [0.88441, -5.55152, -3.98703], [-0.12324, -7.07164, -0.74757], [-0.91565, -6.17986, -0.16867], [-0.61311, -4.82753, -0.18409], [-1.67493, -3.93345, -0.21608], [-1.50628, -2.54107, -0.24905], [-0.25309, -1.97869, -0.23882], [-0.01209, -0.66814, -0.34004], [0.86223, -2.84464, -0.08631], [2.06471, -2.22318, 0.06370], [3.11513, -2.96250, 0.31406], [3.06707, -4.35825, 0.44139], [1.86726, -4.99656, 0.26334], [0.70746, -4.25394, -0.03778], [2.95144, -8.23353, -3.83740], [1.75118, -8.52266, -1.69410], [-0.54007, -4.98557, -2.50932], [0.63464, -4.72182, -4.63684], [-2.67286, -4.35341, -0.25320], [-2.37201, -1.88954, -0.30457], [4.06205, -2.43978, 0.43843], [3.96617, -4.91084, 0.68090], [1.79019, -6.06813, 0.36986], [6.39414, -0.12180, 3.78757], [5.38097, 0.01266, 1.97590], [6.06008, -0.07794, 0.77447], [5.34023, 0.00918, -0.40453], [3.97138, 0.18987, -0.33437], [3.32726, 0.27904, 0.82952], [4.00510, 0.18843, 1.97334], [7.13255, -0.21975, 0.75939], [5.82945, -0.06346, -1.36553], [3.35694, 0.26828, -1.22188], [3.43019, 0.26434, 2.89069], [1.62130, 0.54238, 4.80537], [0.60550, 0.56608, 3.55616], [1.09289, 1.69059, 2.39090], [0.82980, -0.74836, 2.54785], [-0.94783, 0.80398, 3.94862], [-3.41394, 3.43054, -4.83182], [-3.11773, 3.06201, -3.55748], [-3.91711, 3.53191, -2.53455], [-3.60847, 3.15159, -1.23493], [-2.52164, 2.32301, -0.96330], [-1.74209, 1.86958, -2.02836], [-2.03668, 2.23639, -3.33709], [-1.91753, 1.66118, 0.99222], [-2.29112, 3.54139, 1.98048], [-2.17949, 4.74869, 1.29498], [-2.32887, 5.96841, 1.94562], [-2.58650, 5.95760, 3.29883], [-2.74090, 7.14567, 3.94534], [-2.68185, 4.78755, 4.02245], [-2.52372, 3.58017, 3.35448], [-3.78630, 0.72685, 1.51485], [-3.91895, 0.22515, 2.81142], [-5.06764, -0.44915, 3.20345], [-6.07009, -0.63379, 2.27484], [-7.19621, -1.29680, 2.64919], [-5.96688, -0.18401, 0.97642], [-4.81353, 0.49746, 0.60419], [-4.75628, 4.17716, -2.76020], [-4.22651, 3.51418, -0.42052], [-0.88893, 1.22838, -1.82998], [-1.44082, 1.89177, -4.17212], [-1.96920, 4.75259, 0.23199], [-2.24186, 6.90953, 1.41816], [-2.85800, 4.82575, 5.08943], [-2.54810, 2.66075, 3.92600], [-3.09909, 0.32577, 3.51504], [-5.17804, -0.84808, 4.20316], [-6.76922, -0.37220, 0.27497], [-4.72372, 0.84927, -0.41652], [0.87557, 4.66178, -1.08627], [2.04794, 3.19820, -0.92239], [2.86764, 2.90951, -2.60629], [3.38775, 3.69676, 0.30702], [1.24580, 1.89118, -0.44398], [1.33048, 5.50149, -1.61944], [0.58042, 5.01004, -0.09248], [-0.03147, 4.36656, -1.62115], [2.95057, 3.83137, -3.18808], [2.27540, 2.19766, -3.18718], [3.87552, 2.49793, -2.49863], [3.70892, 4.73050, 0.14628], [4.27468, 3.06012, 0.24493], [2.98237, 3.61668, 1.31937]],
  "homo_energy_ev": [-0.8, -1.8],
  "de_lowest_kcal_mol": 29.7,
  "e_tot_ev": -250491.106,
  "spin_multiplicity": 3,
  "charge": -2
}

=====

{
  "formula": "C15H16Br3N3O2",
  "method": "ωB97M-V with the def2-TZVPD basis set",
  "species": ["N", "C", "C", "C", "C", "H", "H", "H", "H", "H", "N", "C", "C", "C", "C", "H", "H", "H", "H", "H", "C", "Br", "Br", "Br", "H", "C", "C", "C", "C", "C", "C", "N", "O", "O", "H", "H", "H", "H", "H"],
  "positions_angstrom": [[1.18556, -0.54501, -0.25699], [0.50991, -1.48285, -1.00030], [1.22141, -1.71245, -2.15681], [2.28392, -0.81964, -2.21071], [2.22836, -0.11671, -0.97275], [0.99070, -0.34942, 0.71454], [-0.38775, -1.97004, -0.64923], [0.82396, -2.31951, -2.95675], [3.09556, -0.68193, -2.90976], [2.94977, 0.60984, -0.62911], [-0.42729, -0.31370, -5.06801], [-0.55215, -1.58753, -5.48609], [0.68005, -1.95010, -6.05086], [1.45400, -0.77828, -6.03806], [0.79499, 0.19101, -5.36261], [-1.15802, 0.21172, -4.60969], [-1.42197, -2.18543, -5.25733], [0.81852, -2.94422, -6.44955], [2.48085, -0.71347, -6.36635], [1.11324, 1.17325, -5.04587], [3.96796, 1.04657, 2.62276], [2.63321, 1.98201, 1.57832], [4.86371, -0.42945, 1.68145], [3.10678, 0.25725, 4.20311], [4.71030, 1.79550, 2.89868], [-4.18979, 1.30856, 5.17368], [-3.37574, 0.18900, 5.40374], [-2.31715, -0.09363, 4.53508], [-1.99234, 0.80012, 3.41760], [-2.77235, 1.95334, 3.28149], [-3.92584, 2.18160, 4.06049], [-0.92138, 0.50487, 2.44268], [-0.28323, -0.53229, 2.63054], [-0.63104, 1.35351, 1.62433], [-5.05165, 1.59734, 5.75695], [-3.65745, -0.40960, 6.25738], [-1.77263, -1.01316, 4.69119], [-2.56327, 2.70924, 2.53899], [-4.51184, 3.08364, 3.96395]],
  "homo_energy_ev": [-10.9, -10.8],
  "e_tot_ev": -234495.689,
  "spin_multiplicity": 2,
  "charge": 1
}

=====

{
  "formula": "C3H11N2S",
  "method": "ωB97M-V with the def2-TZVPD basis set",
  "species": ["C", "S", "H", "H", "H", "H", "C", "C", "N", "N", "H", "H", "H", "H", "H", "H", "H"],
  "positions_angstrom": [[-1.34594, -2.17664, 0.31603], [0.06164, -2.44100, 1.48481], [-0.99072, -2.37189, -0.69252], [-2.14156, -2.87022, 0.56563], [-1.70725, -1.15734, 0.41969], [-0.33975, -1.56709, 2.42329], [0.14423, 1.75008, -0.65235], [1.10849, 1.03099, -0.05343], [1.43805, -0.29547, -0.61476], [-0.44222, 2.88620, -0.23182], [-0.20812, 1.42702, -1.63135], [1.66223, 1.30885, 0.82754], [1.11250, -1.05021, 0.02888], [0.90371, -0.39954, -1.47991], [2.43644, -0.39019, -0.81651], [-0.34892, 3.20143, 0.71795], [-1.34283, 3.11502, -0.61117]],
  "homo_energy_ev": -13.0,
  "de_lowest_kcal_mol": 27.6,
  "e_tot_ev": -17097.816,
  "charge": 1
}

=====

{
  "formula": "C3H10NO3S",
  "method": "ωB97M-V with the def2-TZVPD basis set",
  "species": ["O", "C", "O", "C", "C", "S", "N", "H", "H", "H", "H", "H", "H", "H", "H", "H", "H", "O"],
  "positions_angstrom": [[-0.14087, -1.40472, -1.33148], [-0.16230, -1.47156, -0.12127], [-0.35713, -2.64637, 0.42861], [-0.23696, -0.25381, 0.79290], [0.94388, 0.17243, 1.64841], [0.61472, 1.76550, 2.35404], [-0.61347, 0.79389, -0.29763], [-0.34900, -3.44969, -0.30285], [-1.22104, -0.36398, 1.30358], [1.02460, -0.48053, 2.58334], [1.85221, 0.14480, 1.15708], [-0.27300, 1.66318, 3.35539], [0.12974, 1.22992, -0.93891], [-1.42972, 0.47152, -0.99547], [-1.15710, 1.64443, 0.18194], [0.98438, 0.51285, -2.78930], [-0.10151, 0.56665, -3.79660], [0.49258, 1.10549, -3.23176]],
  "homo_energy_ev": [-3.5, -9.8],
  "de_lowest_kcal_mol": 79.5,
  "e_tot_ev": -21736.647,
  "spin_multiplicity": 2
}